Entry 1:
{
  "formula": "C66H112O18S6",
  "method": "ωB97M-V with the def2-TZVPD basis set",
  "spin_multiplicity": 1,
  "lumo_energy_ev": 0.238,
  "elements": ["O", "S", "O", "O", "C", "C", "C", "H", "H", "H", "H", "H", "H", "H", "H", "O", "S", "O", "O", "C", "C", "C", "H", "H", "H", "H", "H", "H", "H", "H", "O", "S", "O", "O", "C", "C", "C", "H", "H", "H", "H", "H", "H", "H", "H", "O", "S", "O", "O", "C", "C", "C", "H", "H", "H", "H", "H", "H", "H", "H", "O", "S", "O", "O", "C", "C", "C", "H", "H", "H", "H", "H", "H", "H", "H", "O", "S", "O", "O", "C", "C", "C", "H", "H", "H", "H", "H", "H", "H", "H", "C", "C", "C", "C", "C", "C", "H", "H", "H", "H", "H", "H", "C", "C", "C", "C", "C", "C", "H", "H", "H", "H", "H", "H", "C", "C", "C", "C", "C", "C", "H", "H", "H", "H", "H", "H", "C", "C", "C", "C", "C", "C", "H", "H", "H", "H", "H", "H", "C", "C", "C", "C", "C", "C", "H", "H", "H", "H", "H", "H", "C", "C", "C", "C", "C", "C", "H", "H", "H", "H", "H", "H", "C", "C", "C", "C", "C", "C", "H", "H", "H", "H", "H", "H", "H", "H", "H", "H", "H", "H", "H", "H", "C", "C", "C", "C", "C", "C", "H", "H", "H", "H", "H", "H", "H", "H", "H", "H", "H", "H", "H", "H"],
  "coordinates": [[7.72, -3.83, -2.48], [7.09, -3.64, -1.20], [7.54, -2.78, -0.11], [5.50, -3.16, -1.52], [4.75, -3.91, -2.48], [3.69, -3.09, -3.20], [6.73, -5.39, -0.53], [4.23, -4.74, -2.01], [5.45, -4.40, -3.16], [3.96, -2.12, -3.62], [2.93, -2.79, -2.48], [3.20, -3.61, -4.03], [7.60, -5.74, 0.02], [6.47, -5.99, -1.41], [5.83, -5.24, 0.06], [5.89, 3.69, 0.65], [6.65, 2.52, 1.09], [6.99, 2.43, 2.53], [5.78, 1.18, 0.55], [4.82, 1.37, -0.50], [4.32, 0.06, -1.14], [8.13, 2.21, 0.04], [5.12, 2.09, -1.27], [3.98, 1.85, 0.00], [3.39, 0.20, -1.70], [4.15, -0.77, -0.46], [5.03, -0.19, -1.92], [7.90, 2.56, -0.97], [8.34, 1.14, -0.02], [8.95, 2.79, 0.45], [3.47, 2.29, -3.04], [3.25, 3.66, -3.54], [3.26, 3.93, -5.00], [1.87, 4.31, -2.89], [0.70, 3.49, -2.82], [-0.54, 4.42, -2.75], [4.41, 4.86, -2.76], [0.94, 3.01, -1.87], [0.72, 2.65, -3.52], [-0.33, 5.37, -2.25], [-1.38, 3.94, -2.24], [-0.93, 4.70, -3.73], [4.49, 4.58, -1.71], [4.13, 5.89, -2.96], [5.38, 4.58, -3.18], [-2.99, 1.93, -9.21], [-2.70, 0.76, -8.44], [-1.38, 0.14, -8.40], [-3.20, 1.02, -6.91], [-2.89, 0.02, -5.90], [-2.88, 0.75, -4.49], [-3.91, -0.57, -8.85], [-2.04, -0.57, -6.23], [-3.76, -0.63, -5.85], [-3.68, 1.46, -4.32], [-2.03, 1.37, -4.20], [-3.06, 0.04, -3.69], [-3.92, -0.72, -9.93], [-4.86, -0.32, -8.37], [-3.56, -1.41, -8.25], [5.22, -4.38, 2.37], [4.69, -3.19, 2.95], [3.31, -2.77, 2.76], [5.09, -3.14, 4.58], [4.39, -4.01, 5.47], [4.49, -3.54, 6.90], [5.79, -1.80, 2.40], [4.79, -5.02, 5.39], [3.32, -4.13, 5.32], [4.00, -2.57, 7.03], [5.54, -3.43, 7.18], [3.97, -4.28, 7.50], [5.67, -1.46, 1.38], [6.81, -2.14, 2.56], [5.73, -0.92, 3.05], [-0.12, -6.50, -1.31], [-0.02, -5.26, -2.02], [-1.19, -4.35, -2.16], [1.22, -4.33, -1.33], [1.76, -4.66, -0.06], [0.82, -4.22, 1.00], [0.69, -5.57, -3.70], [2.74, -4.20, 0.05], [1.87, -5.74, 0.03], [-0.09, -4.81, 1.01], [0.54, -3.16, 1.05], [1.31, -4.39, 1.96], [0.19, -4.84, -4.33], [0.45, -6.59, -4.01], [1.77, -5.43, -3.62], [-0.41, -0.21, -1.51], [0.70, -0.96, -1.15], [1.37, -0.74, 0.08], [0.86, 0.28, 0.92], [-0.27, 1.07, 0.53], [-0.89, 0.78, -0.70], [-0.88, -0.44, -2.45], [1.03, -1.79, -1.76], [2.19, -1.37, 0.39], [1.27, 0.50, 1.89], [-0.65, 1.87, 1.15], [-1.76, 1.34, -1.00], [-4.18, -0.16, 3.06], [-3.02, 0.57, 2.67], [-2.73, 1.68, 3.47], [-3.48, 2.00, 4.58], [-4.64, 1.29, 4.86], [-5.02, 0.19, 4.13], [-4.50, -0.99, 2.45], [-2.48, 0.32, 1.77], [-1.80, 2.20, 3.30], [-3.19, 2.81, 5.24], [-5.17, 1.49, 5.78], [-5.91, -0.39, 4.32], [-1.83, -3.31, 5.49], [-0.61, -3.32, 6.10], [0.51, -2.74, 5.55], [0.42, -2.14, 4.27], [-0.79, -2.10, 3.59], [-1.88, -2.72, 4.17], [-2.70, -3.72, 5.98], [-0.50, -3.85, 7.03], [1.48, -2.85, 6.01], [1.33, -1.73, 3.87], [-0.82, -1.71, 2.59], [-2.76, -2.81, 3.55], [1.89, -0.62, -4.63], [2.70, -0.18, -5.65], [2.61, -0.81, -6.91], [1.72, -1.80, -7.23], [0.77, -2.11, -6.29], [0.87, -1.54, -4.96], [1.88, -0.13, -3.67], [3.39, 0.62, -5.43], [3.35, -0.53, -7.64], [1.71, -2.25, -8.21], [-0.02, -2.84, -6.41], [0.07, -1.77, -4.28], [3.15, 1.77, 3.56], [2.90, 2.77, 4.51], [2.86, 2.42, 5.85], [2.99, 1.10, 6.19], [3.25, 0.12, 5.30], [3.29, 0.43, 3.95], [3.08, 1.97, 2.50], [2.69, 3.80, 4.24], [2.84, 3.20, 6.60], [3.09, 0.86, 7.24], [3.22, -0.96, 5.41], [3.38, -0.38, 3.25], [0.63, 5.32, 1.04], [1.10, 6.35, 1.89], [2.34, 6.24, 2.49], [3.25, 5.30, 2.14], [2.82, 4.33, 1.24], [1.52, 4.30, 0.76], [-0.35, 5.25, 0.59], [0.52, 7.20, 2.23], [2.65, 6.93, 3.27], [4.26, 5.38, 2.50], [3.50, 3.57, 0.91], [1.22, 3.45, 0.16], [-7.89, -2.52, 2.64], [-8.24, -1.73, 1.37], [-6.95, -1.05, 0.80], [-5.82, -2.06, 0.44], [-4.61, -1.34, -0.26], [-3.46, -2.24, -0.44], [-8.79, -2.81, 3.19], [-7.30, -1.87, 3.28], [-7.31, -3.40, 2.38], [-8.71, -2.38, 0.64], [-8.97, -0.94, 1.55], [-6.57, -0.35, 1.55], [-7.35, -0.61, -0.11], [-5.42, -2.59, 1.29], [-6.36, -2.75, -0.22], [-4.84, -0.78, -1.16], [-4.20, -0.57, 0.40], [-3.10, -2.63, 0.51], [-3.67, -3.04, -1.15], [-2.67, -1.65, -0.91], [-9.76, 6.27, 1.20], [-8.92, 4.96, 1.24], [-7.87, 4.86, 0.18], [-6.92, 3.64, 0.40], [-5.87, 3.55, -0.71], [-4.82, 2.39, -0.47], [-10.57, 6.06, 1.89], [-10.11, 6.39, 0.17], [-9.23, 7.17, 1.52], [-8.40, 4.87, 2.19], [-9.57, 4.08, 1.24], [-7.13, 5.66, 0.12], [-8.28, 4.77, -0.83], [-6.37, 3.90, 1.31], [-7.39, 2.68, 0.63], [-6.34, 3.39, -1.68], [-5.28, 4.44, -0.89], [-4.06, 2.27, -1.24], [-4.24, 2.55, 0.44], [-5.43, 1.49, -0.51]],
  "lowdin_charge": [-0.299, 0.699, -0.304, -0.281, -0.278, -0.055, -0.066, 0.104, 0.109, 0.070, 0.053, 0.078, 0.069, 0.057, 0.036, -0.316, 0.699, -0.296, -0.287, -0.262, -0.054, -0.091, 0.091, 0.087, 0.051, 0.059, 0.082, 0.064, 0.070, 0.067, -0.312, 0.706, -0.314, -0.288, -0.254, -0.036, -0.086, 0.082, 0.115, 0.075, 0.062, 0.074, 0.048, 0.079, 0.068, -0.272, 0.636, -0.310, -0.286, -0.207, -0.047, -0.104, 0.095, 0.108, 0.072, 0.061, 0.060, 0.071, 0.068, 0.055, -0.282, 0.667, -0.314, -0.248, -0.306, -0.068, -0.091, 0.121, 0.103, 0.065, 0.083, 0.088, 0.048, 0.067, 0.059, -0.290, 0.697, -0.318, -0.302, -0.281, -0.078, -0.079, 0.114, 0.118, 0.088, 0.063, 0.076, 0.051, 0.068, 0.047, -0.108, -0.076, -0.072, -0.041, -0.083, -0.107, 0.085, 0.079, 0.087, 0.080, 0.089, 0.089, -0.086, -0.070, -0.098, -0.089, -0.102, -0.078, 0.066, 0.074, 0.093, 0.102, 0.100, 0.089, -0.066, -0.134, -0.073, -0.071, -0.101, -0.066, 0.098, 0.100, 0.079, 0.066, 0.088, 0.085, -0.107, -0.070, -0.085, -0.107, -0.093, -0.071, 0.079, 0.097, 0.101, 0.108, 0.092, 0.081, -0.061, -0.061, -0.085, -0.109, -0.096, -0.089, 0.072, 0.086, 0.104, 0.104, 0.084, 0.070, -0.065, -0.073, -0.121, -0.102, -0.100, -0.090, 0.096, 0.096, 0.105, 0.114, 0.058, 0.075, -0.104, -0.256, -0.221, -0.191, -0.288, -0.122, 0.067, 0.050, 0.068, 0.098, 0.097, 0.090, 0.105, 0.093, 0.114, 0.103, 0.068, 0.080, 0.078, 0.055, -0.098, -0.279, -0.243, -0.220, -0.254, -0.095, 0.062, 0.067, 0.067, 0.104, 0.108, 0.113, 0.110, 0.107, 0.109, 0.098, 0.098, 0.043, 0.065, 0.048]
}


Entry 2:
{
  "formula": "C5H15N2",
  "method": "ωB97M-V with the def2-TZVPD basis set",
  "charge": 1,
  "smiles": "NCCCCC[NH3+]",
  "spin_multiplicity": 1,
  "lumo_energy_ev": -3.773,
  "elements": ["N", "C", "C", "C", "C", "C", "N", "H", "H", "H", "H", "H", "H", "H", "H", "H", "H", "H", "H", "H", "H", "H"],
  "coordinates": [[3.23, 0.39, 0.73], [2.23, 0.41, -0.33], [1.14, -0.66, -0.11], [-0.06, -0.16, 0.71], [-0.99, 0.75, -0.14], [-1.98, -0.07, -0.94], [-3.05, -0.63, -0.03], [3.02, -0.23, 1.49], [3.37, 1.32, 1.11], [2.71, 0.20, -1.28], [1.78, 1.40, -0.37], [0.84, -1.07, -1.08], [1.62, -1.50, 0.38], [0.32, 0.40, 1.56], [-0.62, -1.03, 1.05], [-1.52, 1.41, 0.55], [-0.36, 1.30, -0.82], [-2.43, 0.45, -1.78], [-1.47, -0.92, -1.38], [-3.92, -0.83, -0.53], [-2.71, -1.47, 0.44], [-3.25, 0.04, 0.71]],
  "lowdin_charge": [0.002, -0.277, -0.202, -0.194, -0.172, -0.144, 0.202, 0.062, 0.068, 0.106, 0.101, 0.106, 0.112, 0.119, 0.098, 0.118, 0.116, 0.138, 0.127, 0.175, 0.166, 0.172]
}


Entry 3:
{
  "formula": "CH3O2S2",
  "method": "ωB97M-V with the def2-TZVPD basis set",
  "charge": -1,
  "spin_multiplicity": 3,
  "lumo_energy_ev": [2.573, 1.198],
  "elements": ["C", "O", "O", "S", "S", "H", "H", "H"],
  "coordinates": [[0.16, -2.15, -1.42], [-0.99, 1.37, 2.60], [0.63, 2.74, 0.91], [0.28, -2.88, -2.92], [-0.11, 1.22, 1.41], [-0.55, -2.39, -0.68], [0.64, -1.27, -1.00], [-0.06, 3.35, 1.09]],
  "lowdin_charge": [-0.879, -0.563, -0.388, 0.097, 0.950, -0.108, -0.092, -0.017]
}


Entry 4:
{
  "formula": "C4H11O3",
  "method": "ωB97M-V with the def2-TZVPD basis set",
  "charge": -1,
  "spin_multiplicity": 1,
  "lumo_energy_ev": 3.545,
  "elements": ["C", "O", "C", "C", "C", "O", "H", "H", "H", "H", "H", "H", "H", "H", "H", "H", "H", "O"],
  "coordinates": [[0.54, -0.91, -1.60], [0.12, -0.15, -2.79], [-0.45, -0.68, -0.49], [-0.65, 0.85, -0.15], [-0.71, 1.20, 1.35], [-0.52, 0.13, 2.18], [0.60, -1.98, -1.85], [1.51, -0.43, -1.44], [-0.47, -0.58, -3.42], [-0.19, -1.38, 0.32], [-1.45, -1.03, -0.79], [0.26, 1.30, -0.55], [-1.54, 1.08, -0.72], [-1.72, 1.63, 1.45], [-0.01, 2.06, 1.63], [2.10, -0.08, 2.75], [0.75, -0.36, 2.07], [1.82, -0.69, 2.04]],
  "lowdin_charge": [-0.247, -0.128, -0.210, -0.172, -0.446, -0.312, 0.106, 0.118, 0.058, 0.103, 0.102, 0.092, 0.084, 0.072, 0.095, -0.022, -0.032, -0.263]
}


Entry 5:
{
  "formula": "C3H5FN2S2",
  "method": "ωB97M-V with the def2-TZVPD basis set",
  "spin_multiplicity": 1,
  "lumo_energy_ev": -0.426,
  "elements": ["C", "C", "C", "H", "H", "H", "H", "H", "N", "N", "F", "S", "S"],
  "coordinates": [[0.69, 0.29, 0.37], [-0.74, 0.11, -0.02], [-1.36, -0.57, -1.13], [2.55, -0.10, -0.64], [1.20, -0.95, -1.24], [2.57, 0.77, 1.35], [0.89, 1.22, 2.30], [-3.10, -0.11, 0.45], [1.53, -0.29, -0.57], [1.24, 1.00, 1.32], [-1.57, 0.76, 0.96], [-3.10, -0.88, -0.60], [-0.80, -1.25, -2.54]],
  "lowdin_charge": [-0.383, -0.278, -1.091, 0.115, -0.004, 0.277, 0.140, -0.164, 0.105, 0.104, -0.124, 0.741, 0.562]
}


Entry 6:
{
  "formula": "C9H18AsF6O9Rb",
  "method": "ωB97M-V with the def2-TZVPD basis set",
  "spin_multiplicity": 1,
  "lumo_energy_ev": -0.489,
  "elements": ["Rb", "As", "F", "F", "F", "F", "F", "F", "C", "O", "C", "O", "O", "C", "H", "H", "H", "H", "H", "H", "C", "O", "C", "O", "O", "C", "H", "H", "H", "H", "H", "H", "C", "O", "C", "O", "O", "C", "H", "H", "H", "H", "H", "H"],
  "coordinates": [[-13.68, -12.23, 34.64], [-13.54, -15.44, 37.12], [-12.00, -16.18, 36.98], [-13.70, -15.98, 38.74], [-15.08, -14.65, 37.24], [-13.45, -14.90, 35.45], [-14.32, -16.86, 36.54], [-12.76, -13.96, 37.56], [-10.37, -14.20, 35.22], [-9.42, -13.53, 34.37], [-9.87, -12.73, 33.42], [-11.02, -12.50, 33.14], [-8.81, -12.25, 32.77], [-9.12, -11.32, 31.73], [-11.40, -13.90, 35.07], [-10.12, -14.05, 36.27], [-10.32, -15.26, 35.01], [-9.77, -11.76, 30.97], [-8.19, -11.00, 31.27], [-9.62, -10.44, 32.13], [-15.77, -8.43, 36.16], [-16.32, -9.12, 37.29], [-15.81, -10.31, 37.54], [-14.98, -10.89, 36.88], [-16.35, -10.79, 38.65], [-16.02, -12.16, 38.93], [-15.57, -9.15, 35.36], [-14.84, -7.95, 36.47], [-16.52, -7.72, 35.84], [-16.48, -12.40, 39.89], [-14.95, -12.33, 38.96], [-16.48, -12.82, 38.20], [-16.42, -12.90, 30.57], [-15.47, -13.92, 30.28], [-14.41, -13.97, 31.07], [-14.19, -13.25, 32.02], [-13.62, -14.95, 30.67], [-12.32, -14.98, 31.26], [-16.97, -12.74, 29.65], [-15.92, -12.00, 30.90], [-17.12, -13.21, 31.35], [-11.75, -15.74, 30.74], [-12.38, -15.21, 32.32], [-11.82, -14.02, 31.11]],
  "lowdin_charge": [1.005, 0.683, -0.234, -0.227, -0.252, -0.368, -0.240, -0.261, -0.028, 0.036, -0.608, 0.037, 0.019, -0.035, 0.027, 0.103, 0.105, 0.094, 0.095, 0.099, -0.010, 0.021, -0.623, 0.000, 0.027, -0.017, 0.082, 0.103, 0.097, 0.099, 0.095, 0.092, -0.030, 0.027, -0.610, -0.002, 0.031, -0.013, 0.098, 0.092, 0.102, 0.100, 0.101, 0.088]
}


ΔE to the lowest compared entry with this formula, charge and spin for every record listed, in sequence, given in kcal per mole: 0.0; 22.7; 31.4; 32.7; 59.7; 0.0.